<w>
DFT (ωB97M-V/def2-TZVPD) results for a single C5H8N2O3S molecule.

```
! RIJCOSX wB97M-V def2-TZVPD def2/J DEFGRID3
* xyz 0 1
C -3.307 0.614 0.752
C -2.226 -0.148 0.854
C -1.535 -0.807 -0.150
C 2.255 -0.706 -0.088
C 1.502 0.064 -1.127
N -1.379 -1.843 -0.708
N 2.961 0.093 0.756
O 2.151 -1.898 0.069
O 0.367 1.338 0.997
O -0.616 1.657 -1.262
S -0.051 0.759 -0.249
H -3.660 1.246 1.534
H -3.731 0.583 -0.235
H -1.569 -0.165 1.685
H 1.171 -0.396 -2.091
H 1.939 0.930 -1.590
H -0.703 -2.024 -1.340
H 2.889 1.097 0.708
H 3.540 -0.394 1.486
*
```

Properties
SMILES string ... [H]/N=C(/C=C)S(=O)(=O)CC(N)=O
Orbital gap ... 0.328 Ha

Mulliken population analysis, charges in e, atoms 1 to 4: C -0.609; C -0.383; C 0.503; C 0.562

***

<x>
DFT (ωB97M-V/def2-TZVPD) results for a molecular structure, C5H8N2O3S.

```
! RIJCOSX wB97M-V def2-TZVPD def2/J DEFGRID3
* xyz 0 1
C 1.977 0.812 -0.744
C 1.625 -0.536 -0.732
C 0.973 1.863 -0.717
C -0.528 0.176 -0.275
C -0.012 -2.127 -0.322
N -0.253 1.449 -0.454
N 0.333 -0.872 -0.388
O -2.491 -0.924 1.218
O -2.516 1.481 0.750
O -3.006 -0.071 -1.052
S -2.294 0.021 0.164
H 2.964 1.144 -0.585
H 2.373 -1.330 -0.733
H 0.967 2.980 -0.699
H 0.461 -0.469 2.065
H -0.883 -2.315 0.352
H 0.842 -2.731 -0.335
H 1.242 -0.457 2.079
H -1.773 1.906 0.410
*
```

Properties
Orbital gap (alpha / beta) ... 0.277 / 0.277 Ha

Mulliken population analysis, charges in e, atoms 1 to 4: C -0.554; C -0.140; C -0.280; C 0.337

***

Most stable = <w>

***

<w>
DFT (ωB97M-V/def2-TZVPD) results for a single C4H6ClNOS molecule.

```
! RIJCOSX wB97M-V def2-TZVPD def2/J DEFGRID3
* xyz 0 1
C 0.836 0.534 -0.892
C 0.709 1.413 1.225
C -0.565 0.087 -0.685
C -0.826 -1.372 -0.589
N 1.436 1.110 0.045
O 0.032 -2.023 0.300
S -0.961 0.674 1.429
Cl -1.611 0.882 -1.750
H 1.335 0.403 -1.753
H 1.309 1.062 2.170
H 0.771 2.563 1.149
H -0.545 -1.962 -1.551
H -1.796 -1.597 -0.319
H -0.124 -1.773 1.220
*
```

Properties
SMILES string ... OC[C@]1(Cl)C=NCS1
Orbital gap ... 0.331 Ha

Mulliken population analysis, charges in e, atoms 1 to 4: C -0.371; C -0.251; C 0.581; C -0.746

***

<x>
DFT (ωB97M-V/def2-TZVPD) results for a molecular structure, C4H6ClNOS.

```
! RIJCOSX wB97M-V def2-TZVPD def2/J DEFGRID3
* xyz 0 1
C 0.841 0.398 -0.909
C -1.016 0.364 0.589
C 0.443 0.145 0.395
C 0.996 -1.275 0.764
N -1.149 1.864 -1.666
O 1.514 0.203 -1.831
S -1.531 1.919 -0.069
Cl -1.790 0.517 -2.447
H -1.507 -0.441 0.050
H -1.301 0.190 1.632
H 1.109 0.765 1.085
H 0.815 -1.493 1.765
H 2.031 -1.157 0.490
H 0.546 -1.999 0.153
*
```

Properties
Orbital gap (alpha / beta) ... 0.274 / 0.242 Ha

Mulliken population analysis, charges in e, atoms 1 to 4: C 0.189; C -1.170; C 0.930; C -1.459

***

Most stable = <w>

***

<w>
DFT (ωB97M-V/def2-TZVPD) results for 2 unconnected molecules or ions with the total composition C4H12N4O2.

```
! RIJCOSX wB97M-V def2-TZVPD def2/J DEFGRID3
* xyz 0 1
C -0.559 0.014 -1.444
C 0.966 1.339 1.483
C 0.265 -0.884 -0.842
C -0.352 0.676 1.381
N -0.311 -2.079 -0.444
N -1.447 1.213 0.882
N -0.437 -0.507 2.015
N 1.675 -0.884 -1.046
O -0.053 1.257 -1.875
O -1.881 -0.147 -1.295
H 1.340 1.320 0.473
H 1.620 0.946 2.293
H 0.763 2.343 1.718
H -1.323 -2.091 -0.595
H 0.317 -2.824 -0.675
H -1.244 2.214 0.477
H -2.135 0.310 -0.362
H -1.336 -0.922 1.915
H 0.355 -1.137 2.077
H 2.020 -1.474 -1.856
H 1.836 0.092 -1.450
H -0.080 1.224 -2.829
*
```

Properties
SMILES string ... [H]/N=C(\C)N.NC(N)=C(O)O
Orbital gap ... 0.290 Ha

Mulliken population analysis, charges in e, atoms 1 to 4: C 0.536; C -1.214; C -0.156; C 0.846

***

<x>
DFT (ωB97M-V/def2-TZVPD) results for a single C4H12N4O2 molecule.

```
! RIJCOSX wB97M-V def2-TZVPD def2/J DEFGRID3
* xyz 0 1
C -0.921 -1.966 -0.593
N -0.542 -1.178 0.571
C 1.562 -0.448 0.354
O 1.916 -0.519 1.642
O 2.098 -1.093 -0.515
H 2.585 -1.214 1.749
H -1.064 -1.476 1.392
H -0.339 -1.618 -1.443
H -1.987 -1.897 -0.837
H -0.673 -3.007 -0.386
C -1.826 0.824 -0.122
C 0.636 0.779 0.033
N 0.649 1.057 -1.387
N 1.070 1.942 0.768
N -0.647 0.281 0.524
H 1.126 1.935 -1.554
H 1.161 0.321 -1.868
H 0.344 2.650 0.744
H 1.237 1.700 1.737
H -2.707 0.383 0.344
H -1.845 0.643 -1.202
H -1.834 1.900 0.048
*
```

Properties
SMILES string ... CNN(C)C(N)(N)C(=O)O
Orbital gap ... 0.360 Ha

Mulliken population analysis, charges in e, atoms 1 to 4: C -0.787; N -0.423; C 0.718; O -0.510

***

Most stable = <x>

***

<w>
DFT (ωB97M-V/def2-TZVPD) results for a single C5H11N3O2S molecule.

```
! RIJCOSX wB97M-V def2-TZVPD def2/J DEFGRID3
* xyz 0 1
C 0.611 0.806 -1.185
C 1.300 1.902 -1.923
C -2.518 -1.614 0.838
C -1.605 0.572 1.839
C -1.792 -0.312 0.631
N -0.597 1.046 -0.957
N 1.285 -0.379 -0.769
N -1.227 -0.075 -0.505
O 2.715 0.035 1.391
O 3.279 -1.819 -0.187
S 2.831 -0.259 -0.040
H 2.091 2.443 -1.365
H 0.650 2.698 -2.288
H 1.699 1.480 -2.831
H -3.557 -1.396 0.904
H -2.462 -2.114 -0.185
H -2.272 -2.229 1.775
H -2.278 0.411 2.609
H -1.579 1.592 1.561
H -0.565 0.323 2.108
H 3.455 -2.248 -1.110
H 0.536 -0.866 -0.310
*
```

Properties
Orbital gap ... 0.336 Ha

Mulliken population analysis, charges in e, atoms 1 to 4: C 0.459; C -1.093; C -1.106; C -1.174

***

<x>
DFT (ωB97M-V/def2-TZVPD) results for a single C5H11N3O2S molecule.

```
! RIJCOSX wB97M-V def2-TZVPD def2/J DEFGRID3
* xyz 0 1
C -2.230 -0.801 0.006
C -0.003 0.056 -0.766
C 0.954 1.000 -0.033
C 1.929 0.208 0.831
C 2.477 -0.963 0.060
H -1.729 1.397 0.723
H -3.275 2.231 0.382
H -3.888 0.154 -0.269
H -0.462 -1.506 0.534
H 0.356 -0.791 -1.381
H -0.612 0.662 -1.378
H 0.319 1.617 0.590
H 1.496 1.669 -0.758
H 1.400 -0.398 1.596
H 2.715 0.836 1.160
H 4.033 -1.653 -0.724
N -2.447 1.610 -0.063
N -2.924 0.334 -0.340
N -0.839 -0.646 0.239
O 3.764 -0.737 -0.383
O 1.928 -2.053 -0.096
S -2.962 -2.226 0.069
*
```

Properties
SMILES string ... NNC(=S)NCCCC(=O)O
Orbital gap ... 0.318 Ha

Mulliken population analysis, charges in e, atoms 1 to 4: C 0.026; C -0.968; C -0.473; C -0.563

***

Most stable = <x>